Record 1
DFT (ωB97M-V with the def2-TZVPD basis set) results for a molecular structure, C25H27KN7O6S.

Atoms and positions in Å:
K1 -0.026 0.349 0.279
O1 -3.135 -2.798 0.134
C1 -2.870 -1.660 0.807
O2 -3.339 -0.597 0.516
C2 -1.937 -1.924 1.968
O3 -1.355 -0.721 2.370
C3 -0.528 -0.881 3.527
C4 0.429 0.331 3.666
O4 0.419 0.902 4.769
O5 1.116 0.603 2.650
H1 -3.729 -2.558 -0.593
H2 -1.183 -2.660 1.664
H3 -2.532 -2.382 2.771
H4 0.075 -1.792 3.422
H5 -1.143 -0.944 4.427
C5 -1.756 2.606 -3.955
C6 -1.419 2.164 -2.558
N1 -0.728 1.124 -2.272
N2 -0.305 0.373 -3.337
C7 0.569 -0.558 -2.988
O6 1.060 -0.766 -1.843
C8 1.002 -1.463 -4.111
C9 1.892 -2.498 -3.838
C10 2.304 -3.354 -4.850
C11 1.832 -3.185 -6.143
C12 0.942 -2.154 -6.422
C13 0.531 -1.298 -5.412
C14 -1.928 2.981 -1.424
C15 -2.457 4.255 -1.645
C16 -2.932 4.988 -0.572
C17 -2.880 4.438 0.698
C18 -2.324 3.172 0.829
N3 -1.851 2.471 -0.189
H6 -1.481 1.822 -4.653
H7 -1.205 3.513 -4.223
H8 -2.822 2.827 -4.047
H9 2.254 -2.632 -2.826
H10 2.998 -4.154 -4.622
H11 2.154 -3.854 -6.933
H12 0.570 -2.017 -7.430
H13 -0.160 -0.491 -5.612
H14 -2.487 4.667 -2.643
H15 -3.341 5.979 -0.727
H16 -3.252 4.969 1.564
H17 -2.254 2.697 1.804
S1 3.907 -3.250 -0.396
C19 4.180 -1.668 0.058
N4 3.337 -0.675 -0.397
C20 3.493 0.622 -0.097
C21 4.534 1.010 0.692
C22 5.370 -0.022 1.145
N5 5.220 -1.290 0.856
H18 2.556 -0.936 -1.028
H19 2.766 1.322 -0.493
H20 4.686 2.044 0.954
H21 6.216 0.216 1.786
C23 0.352 3.916 3.334
N6 1.626 3.784 2.624
C24 2.724 3.238 3.426
C25 1.571 3.424 1.349
N7 1.562 3.176 0.217
H22 0.485 4.638 4.141
H23 0.047 2.957 3.759
H24 -0.401 4.295 2.646
H25 2.865 3.892 4.288
H26 3.636 3.240 2.832
H27 2.490 2.225 3.756

Cartesian forces, eV/Å:
K 0.08 0.30 -0.02
O -0.03 -0.02 0.02
C 0.01 0.03 0.10
O 0.03 -0.01 -0.07
C -0.01 0.00 0.00
O 0.05 -0.13 0.10
C 0.12 0.14 0.11
C -0.18 -0.10 -0.01
O 0.11 0.02 0.00
O -0.09 0.07 -0.08
H 0.00 0.00 0.00
H 0.00 -0.01 -0.01
H -0.02 0.00 -0.01
H 0.02 0.01 0.02
H -0.09 -0.09 -0.07
C 0.03 0.03 -0.01
C -0.10 0.03 0.06
N 0.00 0.00 -0.21
N 0.00 0.00 -0.02
C -0.01 -0.04 0.05
O -0.02 0.06 0.06
C 0.02 0.01 -0.01
C -0.01 0.01 0.01
C 0.00 -0.01 -0.01
C 0.00 0.00 0.00
C 0.00 0.00 0.01
C 0.01 0.00 0.00
C 0.17 0.02 -0.03
C -0.05 -0.03 0.04
C 0.00 0.01 -0.01
C 0.00 0.00 0.01
C 0.01 0.04 -0.03
N -0.04 -0.12 0.02
H 0.00 -0.01 0.01
H 0.00 -0.01 0.00
H 0.00 0.00 0.00
H 0.00 -0.01 -0.01
H 0.00 0.00 0.00
H 0.00 0.00 0.00
H 0.00 0.00 0.00
H 0.00 0.00 0.00
H -0.01 0.00 0.00
H 0.00 0.00 0.00
H 0.00 -0.01 0.00
H 0.00 0.00 0.00
S -0.01 -0.02 0.02
C 0.02 0.04 -0.08
N 0.04 -0.01 -0.04
C 0.01 0.02 0.00
C -0.01 0.00 0.02
C -0.01 -0.03 -0.01
N 0.00 0.00 0.04
H -0.01 0.00 0.03
H 0.00 -0.12 -0.07
H 0.00 0.00 0.00
H 0.00 0.00 0.00
C 0.02 -0.03 -0.02
N -0.05 0.06 0.01
C 0.01 -0.03 0.00
C 0.09 -0.05 0.02
N -0.08 -0.02 0.05
H 0.01 0.00 0.00
H -0.02 0.01 0.01
H -0.01 0.00 -0.01
H 0.00 0.00 0.00
H 0.00 0.00 0.00
H 0.00 0.00 0.00

Calculated values
- Spin multiplicity: 1
- ΔE to the lowest compared entry with this formula, charge and spin: 58.5 kJ/mol
- LUMO level: 2.188 eV
- Kohn-Sham gap: 7.296 eV
- Charge: -1
- Highest occupied orbital energy: -5.1 eV

Atom-resolved charges from natural (NBO), all expressed in e: K 0.91; O -0.68; C 0.77; O -0.57; C -0.17; O -0.54; C -0.18; C 0.75; O -0.75; O -0.82; H 0.50; H 0.20; H 0.20; H 0.17; H 0.18; C -0.69; C 0.18; N -0.24; N -0.51; C 0.59; O -0.82; C -0.04; C -0.22; C -0.21; C -0.23; C -0.24; C -0.20; C 0.19; C -0.25; C -0.17; C -0.29; C 0.06; N -0.43; H 0.26; H 0.21; H 0.21; H 0.25; H 0.21; H 0.20; H 0.20; H 0.23; H 0.22; H 0.21; H 0.21; H 0.20; S -0.28; C 0.24; N -0.55; C 0.12; C -0.36; C 0.12; N -0.48; H 0.48; H 0.25; H 0.22; H 0.18; C -0.41; N -0.47; C -0.40; C 0.49; N -0.48; H 0.19; H 0.24; H 0.20; H 0.19; H 0.20; H 0.25

Record 2
DFT (ωB97M-V with the def2-TZVPD basis set) results for a molecular structure, C25H27N3Re at a distorted geometry.

Atoms and positions in Å:
C1 -3.085 -0.513 0.308
C2 -3.385 0.737 -0.534
H1 -3.283 -1.415 -0.282
H2 -3.804 -0.511 1.137
H3 -2.115 -0.695 0.875
H4 -2.678 0.912 -1.358
H5 -4.353 0.547 -1.014
H6 -3.535 1.648 0.053
C3 -0.093 -2.757 -0.211
C4 0.805 -3.817 -0.160
C5 2.084 -3.679 -0.702
C6 2.422 -2.472 -1.289
H7 -1.126 -2.802 0.142
H8 0.504 -4.742 0.329
H9 2.811 -4.490 -0.648
H10 3.390 -2.291 -1.745
N1 0.306 -1.539 -0.643
C7 1.534 -1.386 -1.212
C8 1.882 -0.026 -1.551
N2 1.038 0.939 -1.041
C9 1.334 2.253 -1.243
C10 3.383 1.682 -2.375
C11 2.502 2.645 -1.877
H11 0.600 2.978 -0.886
H12 2.690 3.715 -1.972
C12 3.063 0.340 -2.218
H13 3.707 -0.452 -2.601
H14 4.292 1.987 -2.884
Re1 -0.692 0.322 0.090
C13 -1.106 2.251 0.592
H15 -1.404 2.743 -0.364
H16 -0.274 2.832 1.029
H17 -1.965 2.318 1.295
C14 0.516 3.098 4.736
C15 -0.718 2.491 4.482
C16 -0.799 1.450 3.553
C17 0.345 1.121 2.795
C18 1.555 1.802 2.969
C19 1.647 2.755 3.984
N3 0.273 0.090 1.770
C20 1.088 -1.030 2.198
C21 2.451 -1.068 1.875
C22 3.212 -2.176 2.248
C23 2.650 -3.196 3.021
C24 1.300 -3.119 3.396
C25 0.515 -2.039 2.984
H18 0.594 3.855 5.518
H19 -1.608 2.822 5.024
H20 -1.734 0.916 3.370
H21 2.401 1.571 2.318
H22 2.601 3.233 4.191
H23 2.897 -0.225 1.346
H24 4.259 -2.250 1.942
H25 3.257 -4.060 3.313
H26 0.873 -3.914 4.013
H27 -0.540 -1.942 3.256

Cartesian forces, eV/Å:
C -0.97 0.10 0.06
C -0.47 -0.06 0.11
H 0.39 0.09 0.16
H 0.35 -0.14 0.02
H -0.23 -0.01 0.36
H 0.07 0.11 -0.17
H 0.29 -0.07 -0.16
H 0.31 -0.32 -0.18
C 0.75 0.51 -0.04
C -0.26 -0.26 0.06
C -0.39 0.14 0.09
C -0.20 1.02 -0.20
H 0.47 -0.28 0.04
H 0.03 0.15 -0.24
H -0.26 0.17 -0.07
H -0.10 -0.32 0.16
N -0.02 -0.33 -0.55
C -0.58 -1.78 0.78
C 0.44 1.86 0.24
N 0.14 0.19 -0.22
C 0.09 -0.60 -0.07
C -0.39 0.19 0.17
C -0.16 0.08 0.00
H 0.48 -0.28 -0.12
H 0.05 -0.36 -0.08
C -0.61 -0.35 0.19
H -0.14 0.38 0.05
H -0.09 -0.11 0.08
Re 1.72 -0.70 -0.35
C -0.53 1.42 -0.15
H -0.04 0.03 0.52
H -0.36 -0.31 -0.13
H 0.51 0.06 -0.36
C 0.02 0.01 -0.17
C 0.17 -0.24 0.06
C 0.66 0.13 -0.38
C -0.54 0.66 0.08
C -0.40 -0.09 0.26
C -0.25 -0.06 0.02
N 0.07 -0.05 0.78
C 0.31 -0.62 -0.21
C -0.35 -0.24 -0.05
C 0.07 -0.06 0.19
C -0.33 0.05 -0.18
C 0.21 0.03 0.00
C 0.15 0.16 -0.29
H -0.02 -0.22 -0.30
H 0.35 -0.26 -0.13
H 0.22 0.15 0.12
H -0.20 0.13 0.38
H -0.19 -0.01 -0.09
H -0.06 -0.37 -0.04
H -0.32 0.14 0.19
H -0.27 0.40 -0.07
H 0.07 0.33 -0.20
H 0.35 -0.18 0.01

Calculated values
- ⟨S²⟩: 3.770
- Spin multiplicity: 4
- ΔE to the lowest compared entry with this formula, charge and spin: 0.0 kJ/mol
- LUMO level (alpha / beta): -7.331 / -7.871 eV
- Kohn-Sham gap (alpha / beta): 6.770 / 6.332 eV
- Charge: +2
- Highest occupied orbital energy (alpha / beta): -14.1 / -14.2 eV

Atom-resolved charges from natural (NBO), all expressed in e: C -0.59; C -0.63; H 0.26; H 0.29; H 0.17; H 0.20; H 0.29; H 0.25; C 0.09; C -0.20; C -0.10; C -0.18; H 0.22; H 0.26; H 0.26; H 0.24; N -0.54; C 0.18; C 0.18; N -0.48; C 0.09; C -0.09; C -0.22; H 0.24; H 0.27; C -0.19; H 0.25; H 0.26; Re 1.54; C -1.02; H 0.23; H 0.26; H 0.26; C -0.18; C -0.20; C -0.19; C 0.08; C -0.24; C -0.18; N -0.51; C 0.08; C -0.24; C -0.19; C -0.20; C -0.20; C -0.19; H 0.24; H 0.24; H 0.21; H 0.22; H 0.24; H 0.22; H 0.23; H 0.24; H 0.24; H 0.22

Record 3
DFT (ωB97M-V with the def2-TZVPD basis set) results for C25H27NO6 in the gas phase at a distorted geometry.

Atoms and positions in Å:
C1 0.609 4.437 7.259
H1 0.422 4.466 8.331
O1 0.394 3.103 6.871
C2 0.568 2.770 5.560
C3 0.367 1.425 5.242
C4 0.513 0.977 3.948
C5 0.849 1.872 2.930
C6 1.073 3.204 3.252
C7 0.934 3.655 4.553
H2 1.116 4.697 4.765
H3 1.360 3.894 2.473
N1 1.036 1.453 1.606
C8 0.319 0.538 0.928
C9 0.853 -0.143 -0.142
C10 2.250 0.009 -0.472
O2 2.961 0.898 0.012
C11 2.883 -0.973 -1.429
H4 2.446 -0.884 -2.420
H5 3.948 -0.758 -1.487
H6 2.743 -1.993 -1.079
C12 0.047 -1.154 -0.932
C13 -0.017 -0.804 -2.403
C14 -0.197 0.514 -2.796
C15 -0.309 0.877 -4.135
C16 -0.243 -0.132 -5.064
C17 -0.071 -1.463 -4.679
C18 0.041 -1.823 -3.360
H7 0.181 -2.854 -3.076
O3 -0.046 -2.259 -5.793
C19 -0.185 -1.387 -6.895
O4 -0.327 -0.062 -6.430
H8 -1.074 -1.671 -7.479
H9 0.708 -1.459 -7.537
H10 -0.440 1.903 -4.434
H11 -0.235 1.283 -2.040
H12 0.539 -2.128 -0.822
C20 -1.419 -1.333 -0.455
C21 -1.867 -2.737 -0.801
O5 -1.390 -3.705 -0.251
C22 -2.929 -2.840 -1.856
H13 -3.174 -3.882 -2.050
H14 -3.821 -2.308 -1.530
H15 -2.571 -2.368 -2.769
H16 -2.052 -0.602 -0.962
C23 -1.547 -1.104 1.071
O6 -0.689 -1.945 1.800
H17 -0.761 -2.839 1.429
C24 -1.115 0.340 1.330
H18 -1.255 0.587 2.380
H19 -1.741 1.015 0.741
C25 -3.004 -1.312 1.511
H20 -3.090 -1.102 2.575
H21 -3.308 -2.343 1.342
H22 -3.672 -0.650 0.966
H23 1.967 1.605 1.186
H24 0.394 -0.072 3.721
H25 0.110 0.744 6.038
H26 -0.081 5.120 6.754
H27 1.640 4.752 7.064

Cartesian forces, eV/Å:
C 0.03 0.20 0.05
H 0.02 0.05 -0.08
O -0.04 -0.30 -0.13
C 0.00 -0.11 -0.12
C -0.03 0.20 0.17
C 0.14 0.18 -0.05
C -0.17 0.27 0.47
C -0.10 -0.33 -0.13
C 0.01 0.10 0.39
H 0.01 0.09 0.05
H -0.01 0.07 -0.10
N 0.57 0.09 -0.44
C -0.01 -0.03 -0.29
C -0.35 0.07 0.26
C 0.12 0.02 -0.07
O 0.20 0.02 -0.06
C 0.24 0.18 0.08
H -0.01 -0.05 -0.07
H -0.01 0.01 0.02
H -0.06 -0.15 -0.02
C -0.03 0.11 0.07
C -0.03 0.03 -0.17
C 0.03 -0.17 0.10
C -0.03 -0.14 -0.41
C 0.07 -0.49 0.29
C -0.10 0.57 -0.11
C 0.00 0.04 -0.29
H 0.06 -0.19 0.07
O 0.03 -0.12 0.53
C 0.01 -0.32 -1.24
O -0.03 0.37 0.31
H 0.16 0.08 0.20
H -0.16 0.04 0.22
H -0.02 0.16 -0.05
H 0.03 0.10 0.11
H -0.08 0.05 -0.06
C 0.53 -0.13 0.62
C -0.39 0.35 -0.39
O 0.08 -0.17 0.08
C 0.03 -0.44 0.05
H -0.02 -0.04 -0.01
H -0.08 0.12 0.03
H 0.00 0.12 -0.07
H -0.01 -0.05 0.03
C -0.67 0.39 -0.33
O 0.19 -0.18 0.24
H 0.01 0.07 -0.01
C 0.08 -0.51 0.06
H -0.10 0.00 -0.06
H -0.01 0.03 0.04
C 0.41 0.07 -0.02
H -0.03 0.01 0.10
H -0.06 -0.10 0.01
H -0.13 0.09 -0.07
H -0.25 -0.08 0.10
H -0.01 -0.12 -0.03
H -0.03 -0.09 0.10
H 0.04 -0.02 0.01
H -0.04 0.00 -0.01

Calculated values
- Spin multiplicity: 1
- ΔE to the lowest compared entry with this formula, charge and spin: 175.9 kJ/mol
- SMILES: COc1ccc(NC2=C(C(C)=O)[C@H](c3ccc4c(c3)OCO4)[C@@H](C(C)=O)[C@@](C)(O)C2)cc1
- LUMO level: 0.606 eV
- Kohn-Sham gap: 8.179 eV
- Highest occupied orbital energy: -7.6 eV

Atom-resolved charges from natural (NBO), all expressed in e: C -0.25; H 0.20; O -0.49; C 0.29; C -0.25; C -0.22; C 0.09; C -0.14; C -0.32; H 0.22; H 0.21; N -0.60; C 0.34; C -0.23; C 0.55; O -0.63; C -0.71; H 0.24; H 0.24; H 0.22; C -0.25; C 0.00; C -0.23; C -0.25; C 0.22; C 0.30; C -0.31; H 0.23; O -0.49; C 0.24; O -0.48; H 0.16; H 0.16; H 0.23; H 0.22; H 0.23; C -0.35; C 0.65; O -0.58; C -0.73; H 0.23; H 0.24; H 0.25; H 0.22; C 0.30; O -0.74; H 0.50; C -0.48; H 0.24; H 0.23; C -0.64; H 0.22; H 0.21; H 0.21; H 0.45; H 0.23; H 0.23; H 0.17; H 0.18

Q: The highest spin multiplicity belongs to which entry?
A: C25H27N3Re

Q: Which of these has the lowest ΔE to the lowest compared entry with this formula, charge and spin?
A: C25H27N3Re